# 1
A 3-piece molecular cluster, C19H24F16NO2 overall in a non-equilibrium geometry. Source: the OMol25 dataset; level of theory: wB97M-V/def2-TZVPD.

```
62
Properties=species:S:1:pos:R:3:forces:R:3
C -3.4442 -7.1195 -4.2978 3.167 7.985 5.482
C -2.8758 -5.9629 -3.6823 -4.069 -7.137 -3.473
C -2.4195 -4.5607 -2.8927 -1.068 -0.913 -0.519
C -3.6136 -4.2722 -1.7579 -0.275 0.198 -0.379
C -3.0408 -3.5114 -0.4215 -0.497 0.118 0.244
C -2.0505 -4.4247 0.5169 -3.798 -0.357 0.525
C -1.9755 -6.0489 0.3018 1.933 -0.192 2.323
C -0.4552 -6.2756 0.9612 0.478 2.315 -1.064
C 0.2667 -4.9823 0.1848 2.213 -2.888 -1.223
N -0.6490 -3.8458 0.6128 0.871 -1.269 1.486
H -4.1409 -8.0831 -4.4020 2.112 2.676 0.103
H -1.3703 -4.6936 -2.3855 -2.059 0.057 -1.094
H -2.3666 -3.6366 -3.6356 -0.087 -2.222 1.468
H -4.1783 -5.2807 -1.4591 1.506 2.215 -0.605
H -4.4440 -3.5943 -2.2836 1.914 -1.440 1.274
H -3.9667 -3.2155 0.2688 1.996 -0.666 -1.632
H -2.4809 -2.4956 -0.6465 -1.201 -2.053 0.129
H -2.5561 -4.3486 1.5870 1.481 0.076 -2.102
H -2.6454 -6.5369 1.1488 0.767 0.908 -2.553
H -2.0048 -6.5055 -0.7785 -0.296 1.091 2.224
H 0.1040 -7.2746 0.7141 -1.289 2.015 0.691
H -0.4373 -5.9398 2.1055 -0.129 -1.361 -2.287
H 1.4374 -4.8401 0.3629 -2.803 0.209 0.278
H 0.2731 -5.2786 -0.9710 -0.666 1.314 2.369
H -0.4818 -3.7914 1.6574 0.061 0.323 -1.466
H -0.4929 -2.8835 0.2400 -0.196 -0.928 -0.223
C 0.5909 0.7259 -1.8739 -0.519 0.398 -1.005
C 0.7688 -0.4572 -0.9107 1.225 0.293 -1.033
C 0.9811 -0.0693 0.5478 0.340 0.462 0.864
F 2.1038 0.6639 0.7246 -0.654 -0.647 0.082
F 1.1265 -1.1791 1.3221 -0.239 -0.533 -0.158
F 1.7722 -1.2549 -1.3628 -0.365 0.136 0.461
F -0.3702 -1.2166 -0.9887 -0.419 -0.152 0.466
O 1.7561 1.1191 -2.6038 0.734 0.284 1.666
C 2.6301 2.0204 -1.9239 -1.814 0.637 -0.983
C 4.0169 1.4245 -1.6673 1.026 -0.289 0.206
F 3.9434 0.3073 -0.8990 -0.163 0.233 -0.357
F 4.8108 2.3021 -0.9991 -0.621 0.009 -0.284
F 2.0245 2.4620 -0.7950 1.024 -0.381 -0.631
F 2.7383 3.1076 -2.7369 0.413 -0.816 0.505
H -0.1126 0.3947 -2.6477 0.285 -0.146 0.123
H 0.0920 1.5818 -1.4030 0.273 -0.238 0.154
H 0.1300 0.4963 0.9380 -0.057 0.020 -0.157
H 4.5093 1.1574 -2.6050 -0.200 0.118 -0.089
C 0.5507 6.4955 3.5964 -0.324 -0.325 1.053
C 1.4997 7.6143 3.1416 0.747 -0.616 0.396
C 0.9754 8.4728 1.9967 0.182 1.021 -0.668
F 0.7620 7.7522 0.8723 0.163 0.361 0.256
F 1.8804 9.4340 1.6658 -0.064 -0.269 0.373
F 2.7129 7.0784 2.8442 -0.399 0.227 -0.153
F 1.7114 8.4294 4.2238 -0.459 0.004 -0.458
O 0.8243 5.1925 3.0745 -0.395 0.273 -2.012
C 0.2646 4.9166 1.7904 -0.748 0.839 2.100
C 1.3286 4.6513 0.7220 0.866 0.264 -0.546
F 2.1495 5.7210 0.5617 -0.373 -0.598 0.265
F 0.7586 4.4162 -0.4890 -0.621 0.395 0.532
F -0.5898 5.9128 1.4533 0.195 -1.003 -0.347
F -0.5068 3.8070 1.9588 0.482 -0.032 -0.437
H 0.6926 6.3873 4.6788 0.240 0.011 -0.293
H -0.5061 6.7687 3.4878 0.340 0.049 -0.236
H 0.0438 8.9767 2.2703 0.003 -0.116 0.149
H 1.9453 3.7895 0.9872 -0.166 0.050 0.218
```
Forces are in eV/Å.

Values from the calculation:
LUMO energy, eV: -2.977
Total charge: +1
Electronic energy, hartree: -2540.92828
Gap between HOMO and LUMO, eV: 8.9
Maximum force, eV/Å: 10.19


# 2
The molecule C19H24F3NO6. Source: the OMol25 dataset; level of theory: wB97M-V/def2-TZVPD.

```
53
Properties=species:S:1:pos:R:3:forces:R:3
C 2.9140 3.1981 2.6957 -0.302 -0.179 -0.186
C 1.5459 2.5390 2.6179 0.232 -0.024 0.354
O 1.1404 2.3430 1.2553 -0.050 0.181 0.032
C 1.6220 1.2719 0.6488 0.235 -0.030 -0.411
O 2.4405 0.5127 1.0775 0.076 -0.034 0.049
C 1.1217 1.2461 -0.8300 0.021 -0.026 -0.071
N -0.3132 1.2181 -0.8718 0.177 -0.005 -0.041
C -1.0326 0.6366 0.1403 0.102 0.189 -0.223
O -0.4693 0.2050 1.1280 -0.296 -0.257 0.127
C -2.4907 0.5639 -0.0637 -0.409 -0.146 0.161
C -3.1907 -0.4219 0.6275 0.275 0.221 -0.156
C -4.5564 -0.5618 0.4853 -0.354 -0.034 -0.028
C -5.2581 0.3065 -0.3494 0.295 0.116 -0.029
O -6.5910 0.2676 -0.5672 0.185 0.225 -0.144
C -7.3622 -0.7118 0.0913 -0.139 -0.187 0.123
C -4.5601 1.3145 -1.0256 -0.252 -0.088 -0.010
C -3.1975 1.4405 -0.8898 0.036 -0.198 0.149
O 1.7383 0.2697 -1.6212 -0.014 0.309 0.475
C 1.2878 -1.0817 -1.5612 0.024 -0.398 0.008
C 2.1482 -2.0287 -0.7147 0.128 0.518 -0.194
C 3.6295 -1.7123 -0.9276 -0.110 -0.130 0.133
C 4.6053 -2.7545 -0.3930 -0.155 0.160 -0.154
C 1.6813 -3.4867 -0.8894 0.016 0.082 -0.205
O 1.2612 -3.5633 0.4689 -0.257 -0.524 0.321
C 1.6829 -2.2208 0.7398 0.054 0.305 0.071
C 1.5837 2.5676 -1.4907 -0.093 0.556 -0.287
F 0.9312 3.6355 -1.0199 -0.131 0.006 0.117
F 2.8839 2.7946 -1.3257 0.258 -0.248 0.177
F 1.3447 2.5466 -2.8088 -0.127 -0.235 -0.232
H 3.1614 3.3974 3.7343 0.052 0.044 0.120
H 2.9104 4.1346 2.1435 0.024 0.110 -0.005
H 3.6693 2.5415 2.2717 0.074 -0.020 0.010
H 0.7703 3.1768 3.0449 0.068 -0.120 -0.030
H 1.5513 1.5663 3.1180 -0.083 0.147 -0.024
H -0.7559 1.4351 -1.7529 0.040 -0.068 0.098
H -2.6399 -1.0863 1.2760 0.045 -0.049 0.061
H -5.0634 -1.3432 1.0280 -0.074 -0.065 0.030
H -8.3873 -0.5455 -0.2349 0.068 -0.050 0.054
H -7.3056 -0.6016 1.1783 0.012 -0.008 -0.043
H -7.0518 -1.7223 -0.1910 0.000 0.044 0.018
H -5.1221 1.9893 -1.6514 -0.062 0.088 -0.068
H -2.6916 2.2474 -1.3987 0.032 0.097 -0.069
H 0.2452 -1.1282 -1.2314 0.040 -0.021 -0.084
H 1.3366 -1.4176 -2.6039 -0.066 -0.022 0.119
H 3.8006 -1.5724 -1.9975 0.062 0.087 -0.060
H 3.8175 -0.7585 -0.4332 0.010 0.010 -0.145
H 4.3858 -3.0047 0.6409 0.023 -0.084 0.158
H 4.5771 -3.6677 -0.9830 0.039 -0.122 0.009
H 5.6167 -2.3580 -0.4398 0.116 -0.037 0.033
H 0.8445 -3.6279 -1.5828 0.005 -0.010 -0.036
H 2.4608 -4.2170 -1.1150 0.006 0.007 -0.064
H 0.8544 -1.5901 1.0654 0.100 -0.067 -0.027
H 2.4752 -2.1815 1.4880 0.042 -0.017 0.021
```
Forces are in eV/Å.

Values from the calculation:
LUMO energy, eV: 0.517
SMILES string: CCOC(=O)[C@](NC(=O)c1ccc(OC)cc1)(OCC1(CC)COC1)C(F)(F)F
Electronic energy, hartree: -1544.19153
Gap between HOMO and LUMO, eV: 9.6
Maximum force, eV/Å: 0.67


# 3
C19H24F9HgNO15S3 as an isolated structure in a non-equilibrium geometry. Source: the OMol25 dataset; level of theory: wB97M-V/def2-TZVPD.

```
72
Properties=species:S:1:pos:R:3:forces:R:3
Hg 17.7524 -29.2448 -14.3579 0.269 -0.331 0.208
C 19.2580 -25.3417 -15.7641 -0.362 -0.084 1.382
F 19.7248 -24.8070 -16.8882 0.008 0.299 0.951
F 19.6208 -24.6380 -14.6043 -0.768 -1.008 -2.587
F 17.8952 -25.3400 -15.8709 1.747 -0.065 0.557
S 20.0568 -27.0852 -15.7005 1.774 1.636 -1.639
O 19.5484 -27.7822 -16.8498 -0.847 -0.072 1.107
O 21.4916 -26.6997 -15.8481 -3.367 -1.360 1.051
N 19.4224 -27.7737 -14.1670 -0.025 2.558 -4.760
S 20.6620 -27.6980 -13.2545 2.874 -3.058 5.074
O 21.3134 -29.0230 -13.2626 -0.953 2.051 0.609
O 21.5245 -26.5666 -13.3261 -0.413 0.536 0.271
C 19.6805 -27.4008 -11.5033 -0.021 -1.644 -1.837
F 20.4566 -27.2931 -10.4553 0.646 0.525 0.087
F 18.9195 -26.3146 -11.6481 0.275 -0.188 0.291
F 18.8897 -28.4813 -11.2617 0.040 0.717 -0.367
C 14.5241 -32.5017 -15.7793 1.734 -0.900 0.551
F 14.8177 -31.7663 -16.8357 0.933 -0.076 -1.097
F 13.4067 -32.0656 -15.3669 -3.221 1.105 1.580
F 14.3235 -33.7983 -16.1296 0.883 0.753 0.103
S 15.8366 -32.2359 -14.3999 0.348 -3.109 2.630
O 16.2078 -30.8406 -14.4804 -0.273 1.260 -1.129
O 15.2647 -32.5073 -13.0670 -0.390 0.278 -1.979
O 16.8667 -33.1979 -14.7348 -0.115 0.622 -0.602
O 16.4662 -28.4311 -16.2063 -1.343 1.843 -2.843
C 15.9550 -27.6903 -17.0728 0.532 -1.575 2.252
O 15.8001 -26.3893 -16.8163 -0.823 1.000 -0.094
C 14.9084 -25.7776 -17.7865 0.199 -0.505 -2.171
C 15.0756 -26.6466 -19.0469 -0.911 -1.413 0.134
C 15.2927 -28.0222 -18.4049 1.337 0.129 0.560
H 15.1432 -24.7697 -18.1289 0.495 0.166 1.171
H 13.8538 -25.8229 -17.5148 0.200 -0.029 0.732
H 15.8254 -26.3413 -19.7767 0.175 0.061 0.427
H 14.1328 -26.8096 -19.5691 -0.021 0.822 -0.269
H 15.9371 -28.7202 -18.9393 -0.363 -0.106 -0.050
H 14.3150 -28.4395 -18.1636 0.144 -0.425 -0.022
O 16.2766 -28.4824 -12.8069 -1.926 2.449 0.526
C 15.8361 -27.3184 -12.8280 1.586 -1.286 -0.075
O 16.6836 -26.3296 -13.1976 0.225 -1.527 -0.579
C 16.0369 -25.1077 -13.4706 -1.413 0.097 1.550
C 14.7778 -25.2506 -12.6263 -1.512 1.023 0.298
C 14.4692 -26.7395 -12.4507 1.041 0.076 -0.253
H 15.7794 -24.9900 -14.5232 0.646 0.047 0.024
H 16.5771 -24.3058 -12.9673 0.556 0.032 -0.994
H 13.9688 -24.6601 -13.0564 -0.210 -0.253 -0.117
H 14.9341 -24.7753 -11.6579 0.164 -0.250 0.124
H 13.6824 -27.1470 -13.0855 0.150 0.008 -0.116
H 14.2275 -26.9902 -11.4178 0.085 -0.154 -0.102
O 19.2144 -30.4076 -15.6655 1.299 -0.677 -1.422
C 20.3036 -30.7438 -16.0645 0.843 0.544 -0.950
O 20.7233 -30.5131 -17.4145 -2.740 -0.083 2.982
C 21.9851 -31.0193 -17.6128 2.055 -0.039 -0.709
C 22.4188 -31.8696 -16.4127 -0.566 0.030 -0.328
C 21.4340 -31.4366 -15.2863 0.347 -0.350 -0.944
H 22.6910 -30.2027 -17.7639 -0.057 0.368 0.170
H 22.0217 -31.5582 -18.5596 -0.274 -0.290 0.064
H 23.4715 -31.6447 -16.2414 -0.157 -0.236 0.452
H 22.3182 -32.9033 -16.7434 -0.008 -0.164 0.584
H 21.9442 -30.8021 -14.5617 -0.422 0.539 -0.248
H 21.0006 -32.2225 -14.6678 -0.037 -0.175 -0.316
O 18.9042 -30.8319 -12.9407 0.165 -1.570 1.435
C 18.9086 -31.8546 -12.2573 -2.736 2.046 0.539
O 19.7303 -32.8128 -12.4650 2.456 -1.072 -1.273
C 19.5445 -33.9317 -11.6293 -0.057 -1.829 0.549
C 18.1500 -33.7728 -11.0566 -0.604 -1.886 -0.025
C 17.9730 -32.3215 -11.0959 -0.438 2.511 0.100
H 20.3454 -34.0483 -10.8992 0.064 0.703 0.182
H 19.6152 -34.8504 -12.2115 -0.021 0.264 -0.424
H 17.9679 -34.2192 -10.0790 0.559 0.183 0.193
H 17.4456 -34.3285 -11.6756 -0.081 0.386 -0.439
H 18.3039 -31.9142 -10.1406 0.630 0.373 -0.061
H 16.9601 -31.9218 -11.1444 -0.012 -0.253 -0.678
```
Forces are in eV/Å.

Values from the calculation:
LUMO energy, eV: 0.041
Energy relative to the best compared isomer or geometry (same formula, charge and spin), kcal per mole: 89.7
Electronic energy, hartree: -4168.43164
Gap between HOMO and LUMO, eV: 9.3
Maximum force, eV/Å: 6.58


# 4
An isolated ion of composition C19H24FN2 and charge +1. Source: the OMol25 dataset; level of theory: wB97M-V/def2-TZVPD.

```
46
Properties=species:S:1:pos:R:3:forces:R:3
C -2.2573 3.3684 3.5206 -0.058 0.050 0.031
C -1.9618 3.0217 2.0959 0.069 0.042 -0.057
C -2.1291 1.7267 1.6201 0.011 0.003 -0.017
C -1.8792 1.4198 0.2960 -0.005 0.070 -0.085
C -1.4479 2.4019 -0.5875 -0.025 0.110 -0.045
C -1.1650 2.0454 -2.0233 -0.128 -0.007 0.122
N -0.2033 0.9505 -2.0742 0.025 0.027 -0.137
C -0.0630 0.3195 -3.3722 -0.123 0.147 -0.048
C 0.7985 -0.9500 -3.1824 -0.135 0.064 -0.699
N 1.0120 -1.1271 -1.7314 -0.222 -0.090 0.130
C 1.5131 -2.4622 -1.3383 0.076 -0.662 0.342
C 1.4890 -2.6457 0.1574 -0.233 0.096 -0.051
C 2.6190 -3.0116 0.8773 -0.129 0.034 0.023
C 2.5486 -3.2086 2.2466 0.089 -0.031 0.024
C 1.3497 -3.0383 2.9189 0.034 0.011 -0.116
C 0.2087 -2.6686 2.2253 -0.147 0.060 -0.221
C 0.2996 -2.4844 0.8623 0.394 -0.078 0.129
F -0.8032 -2.1119 0.1602 -0.058 -0.038 -0.007
C 1.8411 -0.0136 -1.2235 0.324 0.619 0.330
C 1.1062 1.3019 -1.5557 0.003 0.084 0.010
C -1.2726 3.6954 -0.1161 -0.033 -0.100 -0.105
C -1.5316 4.0006 1.2073 -0.029 -0.060 0.083
H -2.3251 2.4757 4.1368 -0.003 -0.018 0.082
H -1.4886 4.0226 3.9267 0.022 0.021 0.082
H -3.2079 3.8977 3.5825 -0.051 0.025 0.084
H -2.4701 0.9523 2.2917 -0.043 -0.073 0.091
H -2.0304 0.4112 -0.0608 -0.020 -0.134 -0.030
H -2.0838 1.6926 -2.4997 0.062 0.039 -0.080
H -0.8093 2.9270 -2.5760 -0.043 -0.039 -0.004
H -1.0582 0.0547 -3.7334 0.074 -0.006 -0.016
H 0.4011 0.9848 -4.1169 -0.019 -0.080 0.050
H 1.7692 -0.8616 -3.6731 -0.010 -0.077 0.147
H 0.2885 -1.8279 -3.5808 0.095 -0.005 0.134
H 0.0774 -0.9590 -1.3142 0.229 -0.109 -0.012
H 0.8706 -3.2146 -1.8068 0.052 0.201 -0.098
H 2.5293 -2.5849 -1.7195 -0.119 0.072 -0.036
H 3.5554 -3.1532 0.3599 0.125 -0.007 -0.077
H 3.4344 -3.4977 2.7887 0.087 -0.031 0.057
H 1.2985 -3.1941 3.9843 -0.012 -0.010 0.110
H -0.7386 -2.5315 2.7205 -0.123 0.024 0.051
H 2.8246 -0.0618 -1.6938 -0.083 -0.154 -0.002
H 1.9631 -0.1368 -0.1462 -0.050 -0.094 -0.126
H 0.9690 1.9004 -0.6544 0.097 -0.070 -0.050
H 1.6862 1.8983 -2.2769 -0.046 -0.033 0.039
H -0.9394 4.4716 -0.7899 0.048 0.087 -0.085
H -1.3986 5.0134 1.5570 0.028 0.120 0.051
```
Forces are in eV/Å.

Values from the calculation:
LUMO energy, eV: -2.238
SMILES string: Cc1ccc(CN2CC[NH+](Cc3ccccc3F)CC2)cc1
Total charge: +1
Energy relative to the best compared isomer or geometry (same formula, charge and spin), kcal per mole: 1.8
Electronic energy, hartree: -947.55974
Gap between HOMO and LUMO, eV: 9.2
Maximum force, eV/Å: 0.77


> The highest LUMO energy belongs to which entry?

C19H24F3NO6